14
Properties=species:S:1:pos:R:3 method="wB97M-V/def2-TZVPD" de_lowest_ev=5.691 homo_energy_ev="-7.31 / -7.28" multiplicity=1
C -0.24485 0.90422 -0.05833
C -0.13763 -0.28360 0.87254
C -1.12393 0.90330 -1.12092
C -0.93090 -1.40166 0.69611
H -0.06824 1.85678 0.44204
H 0.09121 0.00169 1.90108
H -1.22102 1.77831 -1.75029
H -1.50427 -1.56269 -0.20370
H -0.84681 -2.24186 1.37054
H -1.60276 -0.00004 -1.47013
C 1.58771 0.54022 -0.49482
C 1.65070 -0.45074 0.28712
H 2.26415 -1.20139 0.74350
H 2.08667 1.15746 -1.21475